(1)
DFT (the ωB97M-V functional and the def2-TZVPD basis) results for a molecular structure, C48H52InN8SSi.

CARTESIAN COORDINATES (ANGSTROEM)
C: 2.39538 0.25539 -0.65537
C: -0.44193 -1.12777 2.45954
H: 0.83953 5.16539 -1.27848
H: -1.96261 -1.87889 5.43555
H: -2.80047 3.05981 5.91744
H: 0.66438 -0.85229 -2.52035
N: 1.26806 -2.53779 1.32681
H: 5.64100 -2.68415 -1.29306
H: 4.82546 -2.77461 4.51309
C: -3.80850 -1.18469 1.39970
C: 1.71282 -0.88080 -2.80790
N: -1.90699 -1.84419 0.05381
H: -2.15593 0.02241 -4.64093
H: 0.81996 -5.12170 2.22786
H: -4.87586 -1.43345 1.34507
C: -1.32609 -2.01006 4.56835
C: -0.98099 1.72251 -3.98237
C: -1.69915 -0.02201 -2.55337
C: -0.48889 1.76755 -1.65881
C: 6.14495 -3.91628 1.61635
H: -4.92971 0.72146 2.44608
C: 5.23322 -3.40001 0.70341
C: -4.87415 3.05247 -2.87500
H: -5.45908 3.23570 -3.76748
H: 3.06533 1.23278 1.12036
H: -4.49330 2.00322 1.33033
C: -4.09888 1.15029 1.87603
N: -1.81247 1.78523 2.43425
C: -0.89852 2.33099 3.24106
C: -0.34789 2.36919 -2.93030
C: -3.02864 -2.23338 0.64810
H: 4.67874 2.69270 -0.06678
C: -4.16314 1.63104 -1.09598
C: 3.18113 1.16634 0.04436
H: -2.95870 -5.53612 -0.03584
H: 2.62961 2.60594 -4.17520
H: -0.92557 2.15257 -4.97886
C: 1.92246 3.28969 -4.65378
H: 4.89173 2.52338 -2.53827
H: -1.81056 -0.11895 3.77723
C: -3.07598 1.70052 2.83953
C: 4.02775 -2.41438 2.56078
H: -5.31017 0.04361 -0.27677
H: 3.67362 -1.64975 -0.53854
H: -2.16966 -0.97741 -2.35863
H: -0.66978 -3.97523 5.12933
C: -0.49690 5.09580 -4.24686
C: -2.51851 2.70985 4.93275
H: -0.95436 4.66195 -5.14033
C: 3.41869 0.97515 -2.69625
H: 6.72055 -4.13728 3.67168
C: -3.46602 2.15188 4.09299
C: -1.67769 0.52461 -3.81183
C: 4.94003 -2.95891 3.45243
H: 6.20308 -4.32059 -0.97516
N: -3.37267 2.57040 -0.59407
H: 0.80497 -5.28974 3.97710
H: 2.07389 -1.89724 -2.61967
H: 3.52276 0.88628 -3.77247
C: -1.14657 -2.75039 -0.57350
C: 1.04289 -4.60393 3.16662
H: 0.04265 5.99594 -4.55541
C: 0.33619 -2.28699 2.36522
Si: 0.67324 3.90349 -3.40843
H: 1.44007 2.75719 -5.47760
N: -3.56818 0.17790 0.90744
C: -4.24601 0.29506 -0.39342
H: 4.48003 -4.00839 -1.22512
H: -0.84553 -4.79034 -1.14999
N: -1.12267 0.58072 -1.50681
S: 0.08313 2.44966 -0.17387
H: -4.01260 5.02813 -2.79499
C: -0.59988 -3.17696 4.39896
C: -3.44442 -3.55807 0.63095
C: -1.23613 -1.01590 3.60773
C: 4.15970 -2.65173 1.19425
N: 1.47005 -0.57536 0.05856
C: 5.39616 -3.61799 -0.77665
C: -1.20464 2.81148 4.49824
C: 4.07932 1.98133 -0.62107
C: -2.65789 -4.49654 -0.01224
C: 4.19578 1.88966 -2.00327
H: -4.36810 -3.84213 1.12000
H: 6.97855 -4.50014 1.24378
C: 1.97370 -1.66289 0.54741
H: -3.51869 -1.24214 2.45030
H: -4.49963 2.06035 4.40226
H: 3.21737 -1.79749 2.92981
H: -5.54625 1.02490 -2.63362
H: 2.23223 4.09838 -1.48905
H: 2.11994 5.60236 -2.42452
C: 6.00126 -3.71530 2.98195
C: 1.54445 4.76755 -2.01188
C: 2.51099 0.14231 -2.04168
C: 0.24379 -3.32953 3.31211
C: -3.32532 3.75380 -1.21150
H: 2.12088 -4.42083 3.20343
H: 0.11290 2.38034 2.84943
H: 1.78077 -0.69735 -3.88001
In: -0.81840 0.28009 0.78770
H: -2.65972 4.48905 -0.77030
H: -0.23448 -2.37249 -1.02535
C: -4.06469 4.04721 -2.34329
H: -0.43666 3.24517 5.12307
H: -1.29859 5.39998 -3.57134
C: -1.48362 -4.08719 -0.63267
H: -3.82149 -0.46872 -1.04652
N: 3.24309 -2.11868 0.24495
H: 2.49129 4.12103 -5.08003
C: -4.92346 1.82391 -2.24605
H: 1.77389 -3.39797 1.45336

Calculated values
Orbital gap (eV): 8.1
DFT total energy (eV): -86427.0868
ΔE to the lowest compared entry with this formula, charge and spin (kJ/mol): 26.25
Spin multiplicity: 1
Charge: +1
LUMO (Eh): -0.066

These are the Löwdin partial charges, in e, on atoms 1 to 5: C -0.301; C -0.132; H 0.022; H 0.107; H 0.118

(2)
DFT (the ωB97M-V functional and the def2-TZVPD basis) results for a single C4H10BNO molecule.

CARTESIAN COORDINATES (ANGSTROEM)
O: -0.93790 1.46501 -0.13107
C: 2.42742 -0.11238 0.03226
H: 0.00911 -1.43137 0.46938
H: -1.82310 -0.31237 1.38227
C: -2.24657 -0.42756 0.40845
H: 2.78854 -0.62436 -0.98320
C: -1.24432 0.13921 -0.53330
C: 0.18603 -0.66542 -0.43430
N: 1.05789 0.45028 -0.11782
B: 0.29179 1.56423 0.34646
H: -1.44446 0.19547 -1.61590
H: 0.73960 2.67221 0.68171
H: 2.49598 -0.84480 0.98967
H: -3.35391 -0.02295 0.39556
H: 0.45299 -1.27409 -1.27269
H: -2.44370 -1.45074 0.04859
H: 3.04461 0.67962 0.33392

Calculated values
Orbital gap (eV): 9.8
DFT total energy (eV): -8524.3771
ΔE to the lowest compared entry with this formula, charge and spin (kJ/mol): 79.22
Spin multiplicity: 1
Structure (SMILES): C[C@@H]1CN(C)BO1
LUMO (Eh): 0.031

These are the Löwdin partial charges, in e, on atoms 1 to 5: O 0.049; C -0.084; H 0.148; H 0.078; C -0.062

(3)
DFT (the ωB97M-V functional and the def2-TZVPD basis) results for 7 unconnected molecules or ions with the total composition C22H48O12S5.

CARTESIAN COORDINATES (ANGSTROEM)
C: 3.84628 2.33170 1.93196
O: -5.11668 3.53079 0.75437
H: -6.00318 -1.11034 -1.67831
H: -6.06188 -2.31104 -2.96329
H: 5.41980 -2.57464 0.19234
O: -4.39407 1.55057 2.13269
O: 2.42206 -1.21819 -1.55264
S: -4.21865 2.42283 0.94885
H: -0.37265 3.47453 -3.10310
H: 3.91259 3.32139 2.36012
S: -2.17197 -0.91844 2.94672
C: -4.24599 1.46768 -0.60665
C: 0.20578 1.47685 -4.80549
H: 3.51241 -4.46298 -2.60516
H: 0.48759 -0.16382 -3.41554
C: 2.35860 2.00263 1.66915
H: -4.12814 0.39326 -0.44600
C: -2.47907 3.20224 -0.76981
S: 3.26055 -2.07633 -2.40355
H: -0.53920 -1.90722 0.24145
H: -2.41367 3.90535 1.35954
H: -1.92064 -0.77569 -0.05008
H: -1.16902 -1.59172 -1.37526
C: 0.76873 2.93092 -4.77773
H: -0.07193 -1.37691 3.70405
C: 4.28208 1.18760 2.86060
H: 0.34771 0.91451 -5.74441
H: 3.97520 -4.79203 -0.28713
H: 1.25148 4.24069 -3.01995
C: 4.89359 -1.87372 -1.79421
H: -0.75549 1.44730 -4.45780
O: 0.10297 1.83547 -1.31841
H: 1.33997 0.08755 1.27762
H: -1.27884 0.19745 5.71200
H: -2.26798 1.31647 -1.75443
H: 2.08750 2.54635 0.78215
H: -0.69467 -2.88494 3.36618
H: -5.96520 -2.88446 -1.38353
C: -5.57284 -2.07502 -2.00730
H: -2.12483 -2.75440 5.33499
C: 3.75604 -3.78455 -0.61150
C: 0.93283 0.70794 -3.75347
C: -2.53057 2.96214 0.76474
C: -2.97429 -0.34879 4.45316
H: 1.70717 2.26720 2.50485
H: 4.80478 -0.87262 -1.44730
O: -1.40605 0.16670 2.34398
H: 2.60184 0.37950 0.20856
O: -2.34265 -2.83698 -0.33433
H: 3.26738 -3.30033 0.22430
H: -5.16557 1.58217 -1.05936
C: 2.99366 -3.77233 -1.92150
H: -3.04787 4.14899 -0.92264
H: 1.97717 0.44223 -3.95695
C: -1.41491 -1.72231 -0.36665
S: 1.13890 1.92569 -2.37400
C: -3.08393 2.02984 -1.49118
C: 5.14204 -3.02718 -0.78383
H: -1.84364 2.23657 1.14675
H: -3.24933 0.61643 4.13954
O: 2.66233 -0.78898 3.44489
H: 5.64995 -1.94071 -2.58408
H: -2.89587 -2.85631 0.38915
H: -3.70814 -2.24703 -1.44565
H: 3.99340 1.40319 3.90243
C: -1.98826 -0.60072 5.58649
C: 2.30549 0.55041 1.23461
C: 0.68035 3.34631 -3.35615
H: -2.42113 -0.70711 6.55394
S: 3.40831 -0.26768 2.31309
H: 1.76347 2.88101 -5.28334
H: 5.35117 0.96651 2.88719
O: -4.20138 -1.93776 -2.23025
O: 4.25577 -1.24313 1.70220
H: -1.47957 3.45258 -1.10050
C: -1.37550 -1.98021 5.26515
H: -3.88529 -0.91834 4.66129
H: 1.93025 -3.84605 -1.90431
H: 4.44767 2.45326 0.93645
H: -0.53907 -2.25859 5.97548
H: 0.01849 3.37756 -5.42973
O: 3.33631 -1.84881 -3.82194
H: -3.54363 2.35135 -2.38528
O: -3.06237 -1.67213 2.13306
C: -0.94500 -1.93021 3.83633
H: 5.92943 -3.53644 -1.31588
O: 2.54152 1.96552 -1.98281

Calculated values
Orbital gap (eV): 10.1
DFT total energy (eV): -102334.7465
ΔE to the lowest compared entry with this formula, charge and spin (kJ/mol): 82.52
Spin multiplicity: 1
Structure (SMILES): O=S1(=O)CCCC1.O=S1(=O)CCCC1.O=S1(=O)CCCC1.O=S1(=O)CCCC1.O=S1(=O)CCCC1.CO.CO
LUMO (Eh): 0.015

These are the Löwdin partial charges, in e, on atoms 1 to 5: C -0.200; O -0.317; H 0.069; H 0.073; H 0.097